(1)
Below is C24H37BeCaClKN3NaO24PS as an isolated structure, with properties calculated with the ωB97M-V functional and the def2-TZVPD basis.

Calculated values
- HOMO energy (eV) = -11.52
- LUMO level (hartree) = -0.38180
- energy (eV) = -151289.478
- Kohn-Sham gap (eV) = 1.135
- total charge = +2

Cartesian coordinates (Å):
O -1.741353 1.241860 -7.300151
O -0.181436 5.562715 3.002533
C -5.895150 -0.741086 0.307896
O 5.531299 -0.442321 -3.586204
H 6.941858 -3.694139 -5.899382
H -0.238710 -0.223162 -1.936349
C -1.636901 -0.811595 2.032172
H 5.630371 -4.278160 -3.959533
H 2.203687 -0.947252 -0.681198
S 4.882917 2.659848 2.154073
H -3.812289 -0.938945 1.863188
H -1.395124 0.496780 4.345248
C 0.147752 7.245609 6.247055
Cl -0.776780 0.851938 -8.270565
O -4.776867 -0.808097 -0.323132
H 1.423971 7.043792 4.489168
H -0.627775 7.797045 8.334155
H -1.127535 1.291100 1.405468
N -2.707893 -5.925853 2.771075
O -1.449040 -2.529122 -6.958751
C -0.418629 6.025211 4.234327
H 1.878120 -3.190393 -1.521345
O -0.852597 1.645837 -9.441149
H -3.908472 -5.156058 0.755691
P -2.656050 -5.169544 1.414287
C 7.114497 -3.086503 -5.015974
O 5.387117 2.567862 3.487610
C -2.116460 -3.400457 1.729095
C -3.012758 -1.318489 2.516058
N -3.129670 -2.776413 2.536685
H -7.325071 0.643862 1.175691
C 5.995710 -1.503627 -3.876912
H -4.041946 -3.043763 2.181084
H -3.013279 5.814909 6.577202
H -0.983859 5.067819 2.756834
H -1.206144 2.174083 3.867120
C -2.058523 6.103883 6.161240
H 0.263401 0.057951 0.421101
C -1.618069 0.771222 2.231472
H 7.239032 -4.305047 -3.215984
O 6.015030 3.122354 1.221616
H -0.547124 -2.286533 -6.658126
K 3.024279 -0.054602 0.459519
H 8.182100 -2.884816 -4.928312
C -0.960866 1.147003 3.583922
O 4.384926 1.339890 1.697864
H 1.650688 0.358054 2.233214
H -1.662739 -5.773462 0.596885
O 3.796360 3.663416 2.069931
C 1.762373 -1.081488 -1.696752
H -3.638706 -6.275466 2.960139
O -2.022746 -3.347705 -8.941249
H -0.824074 -1.189918 2.651661
H 2.083742 -0.223631 -2.285779
Ca 5.799412 4.761146 0.136347
C -1.175109 6.851369 6.842911
H -6.513697 1.245388 -0.276235
O 0.096866 -2.885021 -8.482282
C -0.078776 -0.947042 0.140861
H -1.091528 -3.240468 -0.116705
O 0.899107 7.935842 6.899273
O 6.412748 -1.834938 -5.106713
Na -2.253476 -1.706781 -2.157576
O 1.398448 1.216365 2.573149
C 0.464356 6.769455 4.903407
H -1.185953 -3.481493 2.298285
O 1.032193 0.547365 4.698295
O -6.591025 -1.681332 0.666272
H -0.238755 -2.019566 -1.871151
H -2.101665 -0.596347 0.047617
H 3.347616 -2.500549 -2.128726
H 2.675902 -1.119002 -4.489618
C 0.202037 -1.090305 -1.431401
C 1.812469 -1.797650 -4.417301
C -1.747299 5.654246 4.820554
O 0.544518 0.875069 -7.710775
H -5.640077 1.182515 1.266627
C -1.866974 -2.656803 0.388811
C 6.529111 -3.690859 -3.762378
C -1.129505 -2.952370 -8.204421
O 0.896723 -1.619624 -5.153877
H -2.728264 1.189084 2.240517
O -1.413636 7.282266 8.067970
C -6.379775 0.671966 0.641543
C 2.259263 -2.434287 -2.209968
H -3.136309 -0.868603 3.510283
H 0.542223 -1.703135 0.627573
O -2.510464 4.981811 4.142373
N -1.476161 -1.213088 0.583698
O 1.767652 -2.799452 -3.494034
O -1.029624 -0.554224 -8.648815
Be -3.732454 1.239718 3.662179
C 0.565392 0.948261 3.676646
H -2.775874 -2.657928 -0.257949
O 6.164586 -2.523545 -3.002685

Force components x, y, z for each atom (eV/Å):
0.06 -0.33 0.02
-0.20 -0.18 0.02
-0.67 0.44 0.29
-0.42 0.10 0.26
-0.13 0.19 -0.09
-0.07 -0.03 -0.02
-1.64 2.01 0.99
-0.02 0.06 -0.01
-1.96 -2.09 -3.79
-1.47 -0.83 3.07
0.27 0.42 0.02
0.21 0.15 0.27
0.23 -0.09 -0.43
-0.11 1.85 0.27
1.97 -0.32 -0.46
0.00 0.00 0.00
-0.02 0.06 0.12
0.07 0.01 -0.02
-0.12 0.12 -0.40
0.95 -0.73 -0.85
0.40 0.18 -0.07
-0.04 -0.18 -0.15
0.01 -0.34 -0.02
0.43 0.53 -0.62
-0.04 -1.27 1.91
0.23 -0.24 -0.18
0.59 0.06 -0.10
-0.56 0.15 -1.05
0.22 -0.21 -0.32
0.33 0.01 -0.17
0.01 -0.09 0.01
0.25 -0.07 -0.16
-0.25 0.17 0.25
0.00 0.04 0.03
-0.13 0.07 -0.03
-0.01 0.07 -0.11
-0.06 -0.13 -0.21
-0.56 -0.20 0.22
-0.30 -0.28 -0.43
-0.01 0.16 0.18
0.49 -0.38 -0.91
-0.44 0.38 0.81
2.91 2.23 2.90
-0.03 0.06 0.04
0.30 -0.29 -1.25
0.50 0.46 -0.99
0.23 -0.16 0.80
-0.13 0.80 -0.53
0.76 0.69 -1.88
-1.03 -0.66 1.22
0.04 -0.08 0.39
0.66 -0.36 -0.81
0.17 -0.57 -0.43
-0.10 -0.04 -0.19
-0.65 0.25 0.69
-0.45 -0.20 0.05
0.12 0.05 0.02
-0.29 -0.18 -1.27
0.96 -0.64 -1.92
0.35 0.52 -0.16
-0.10 0.07 0.28
-0.05 -0.06 0.20
-1.44 0.15 -0.67
-1.27 0.18 -0.41
0.08 0.09 0.10
0.15 -0.16 -0.14
0.06 0.15 -0.71
0.42 -0.51 0.03
0.81 0.43 0.47
-0.56 -0.02 0.49
0.09 0.15 -0.40
0.41 -0.46 0.55
-0.10 0.24 0.58
-0.22 0.32 -0.43
-0.36 0.08 0.50
-0.06 -0.55 -0.06
0.02 0.05 -0.10
-0.65 -1.11 -0.30
0.10 -0.32 0.01
-1.09 1.19 2.37
-0.53 -0.29 -0.36
2.01 -0.87 -0.53
0.36 0.14 -0.08
0.03 0.01 -0.08
0.38 -0.07 0.58
-0.13 -0.39 0.06
-0.10 0.02 0.24
0.30 -0.20 -0.31
1.19 0.55 0.02
0.02 0.70 0.20
0.40 -0.92 -0.29
-1.64 0.80 1.28
-0.26 -0.54 1.31
0.07 -0.03 0.95
-0.15 0.06 -0.13

***

(2)
Below is a 5-piece molecular cluster, C24H37ClF4N2O16P2 overall, with properties calculated with the ωB97M-V functional and the def2-TZVPD basis.

Calculated values
- HOMO energy (eV) = -8.25
- LUMO level (hartree) = -0.00223
- energy (eV) = -103193.467
- Kohn-Sham gap (eV) = 8.189
- SMILES = COCCCC[PH](CCCCNC(C)=O)(N=C=O)P(O)Cl.O=C1OC[C@@H](F)O1.O=C1OC[C@@H](F)O1.O=C1OC[C@@H](F)O1.O=C1OC[C@@H](F)O1

Cartesian coordinates (Å):
H -0.017764 2.773820 0.282335
C -0.768216 0.742619 -0.536620
C 3.099076 -3.609526 6.540556
O 5.681125 -2.473660 0.882852
H -1.969627 -1.256117 1.809667
O 2.758385 -2.654066 5.547336
O -6.314440 -2.208521 -6.169490
O 3.787703 2.082144 -1.666061
O 4.835384 -2.157262 6.274218
H 0.456157 3.726095 2.526015
F 8.553970 -0.610193 0.883498
H -6.340126 3.693368 -7.377377
C -6.974098 4.681999 -5.563351
C -5.713869 -1.570985 -5.349153
H -1.647731 1.157870 -1.151959
C 7.267015 -0.879601 0.560564
O 3.946335 -1.012966 4.532660
O -0.313310 -3.596741 2.013573
C -0.472909 1.788838 0.649734
O -5.889797 2.687489 -5.614957
H -2.246840 -2.270408 3.320473
H -0.997166 2.045682 -3.456852
O -1.538425 1.273500 -3.755387
C 1.453764 -1.376294 -1.565261
F -8.213435 5.197931 -5.736024
C -1.946159 3.612107 2.026008
C 2.736039 1.766235 -1.046381
H 6.090693 -1.071533 2.363135
C -1.471534 -1.577637 2.807756
O -5.514557 2.590453 -3.382690
N 1.235630 -2.022746 2.972151
C 6.604740 -1.691818 1.626339
H 0.942168 -0.680051 1.323107
C -4.680232 -1.101676 -3.455783
H -1.330871 -0.678459 3.508504
H -3.825491 -1.779829 -3.371609
H 3.423616 -4.535516 6.057142
H 6.744314 0.049470 0.313674
C 6.161320 -2.535003 -0.390904
C -4.473621 0.027582 -4.405311
C 2.455595 -2.336437 0.710896
O -5.782508 -1.794565 -4.004555
H 0.626752 -2.073559 -1.132826
C 3.856016 -1.865496 5.373341
P 0.776442 0.356270 -1.639868
H -1.139903 -0.277383 -0.115150
H 7.301518 -2.353298 2.149349
H 2.675126 -0.660279 2.169359
C 2.796601 -1.674235 -0.757249
O 5.673128 -3.203532 -1.264162
F 5.096717 -3.822494 7.758026
C -1.942195 2.180893 1.280444
H -2.125481 1.384252 2.107013
H 3.441042 -2.812597 1.109172
C -6.778623 3.462578 -6.405148
H 0.253136 4.404381 4.270247
H 1.038772 -1.266122 3.668148
H 3.867176 -2.268813 8.085692
H -1.365569 4.402418 1.423758
O -6.874501 4.184545 -4.244739
C 1.807563 -1.304286 1.749064
P -0.694671 -0.151899 -3.244508
Cl 0.371939 -0.747592 -5.016795
O 7.255794 -1.741262 -0.557992
H 1.325309 1.317554 -2.583173
H 3.327187 -2.545904 -1.319621
O -1.525594 3.548528 3.424385
H -3.052529 3.962476 2.044986
H 2.244483 -3.830254 7.182311
H -5.107752 0.892029 -4.180335
C 4.204185 -2.925193 7.277797
C -6.046790 3.106230 -4.327301
F -5.028354 -0.644644 -2.227839
H 1.728027 -3.219734 0.499876
H -3.433090 0.356243 -4.439953
C -0.074101 3.578043 3.533796
N 1.848968 1.048137 -0.387662
H 1.610435 -1.758511 -2.654047
H -6.222770 5.461823 -5.719781
H 0.262672 2.556816 3.947232
C -0.146670 -2.453225 2.563932
H -2.726122 2.125604 0.438092
O -4.872597 -0.539338 -5.647004
H -7.706176 2.904437 -6.561662
H 0.106569 1.331877 1.546766
H 3.577633 -0.841075 -0.708440

Force components x, y, z for each atom (eV/Å):
-0.33 -1.69 0.40
-0.22 0.16 0.75
-0.81 -0.67 0.13
0.39 0.08 -0.71
1.13 -0.51 1.65
0.71 0.61 0.08
0.52 0.68 0.86
-6.40 -0.91 3.49
-0.71 0.21 -0.11
-0.88 -0.07 1.44
0.08 0.18 -0.06
0.13 -0.15 0.18
-0.68 0.40 0.07
-0.72 -0.53 -1.38
1.42 -0.69 0.69
0.73 0.20 -0.03
-0.03 -0.85 0.77
0.85 4.87 2.04
-1.93 0.06 0.84
0.00 0.32 0.78
1.40 1.04 -0.91
-0.62 -0.39 -0.64
2.48 -0.42 1.42
0.31 -1.57 -0.60
0.01 0.20 0.02
-1.60 -0.24 -0.44
3.04 -3.20 0.46
-0.15 -0.17 -0.12
-0.32 -0.28 0.52
-0.74 0.95 -0.84
-2.91 0.88 -0.79
-0.32 0.10 1.10
1.67 -0.62 0.12
-0.10 0.01 0.58
-0.03 -1.20 -1.22
-0.08 0.03 0.21
0.19 0.11 0.14
0.19 0.02 0.00
-0.82 -1.38 -1.46
0.60 0.95 -0.18
0.01 -0.12 -0.80
0.42 0.05 -0.63
1.18 1.36 -0.72
-0.18 0.87 -1.34
-0.99 0.62 -0.19
0.70 1.68 -0.71
0.14 0.15 -0.18
-1.70 -0.71 -0.85
0.24 -1.77 0.59
0.70 0.84 1.22
0.09 0.06 0.18
1.22 -0.29 0.54
-0.23 1.35 -1.53
-1.97 1.05 -0.44
0.01 -0.33 -1.06
-0.60 -1.28 -1.19
0.56 -0.73 -0.66
0.17 -0.09 0.04
-0.60 -1.15 0.96
0.67 -0.31 -0.34
1.03 -0.31 0.15
-2.54 -1.17 -1.86
-0.12 0.74 1.01
-0.75 -0.01 0.27
-0.21 -0.40 0.13
-0.95 1.61 0.88
1.17 0.42 -2.00
1.86 -0.52 0.13
-0.01 0.16 -0.20
0.30 -0.69 0.16
0.62 -0.38 0.32
0.59 -0.71 1.19
0.05 -0.11 0.29
1.14 1.57 0.48
-0.23 -0.11 -0.20
0.59 -0.50 0.51
5.10 4.56 -3.02
-0.41 0.94 1.73
-0.18 0.07 0.03
-0.33 1.53 -0.54
-0.46 -3.90 -1.38
1.01 0.23 1.52
-0.56 -0.94 0.11
-0.04 0.22 0.13
-0.57 0.88 -1.97
-1.41 -0.91 -0.04

***

(3)
Below is a 10-piece molecular cluster, C24H37N3O27 overall, with properties calculated with the ωB97M-V functional and the def2-TZVPD basis.

Calculated values
- HOMO energy (eV) = -10.53
- LUMO level (hartree) = -0.00278
- energy (eV) = -85231.877
- Kohn-Sham gap (eV) = 10.455
- SMILES = C[N+](=O)[O-].C[N+](=O)[O-].C[N+](=O)[O-].O=C1OCCO1.O=C1OCCO1.O=C1OCCO1.O=C1OCCO1.O=C1OCCO1.O=C1OCCO1.O=C1OCCO1

Cartesian coordinates (Å):
O 0.440638 -2.495495 3.298082
C 1.961240 5.450288 -1.042891
H 3.682408 -4.420791 4.031006
H -4.322830 -2.023991 -0.752685
C 2.813552 -4.470889 4.734470
C -0.332413 -0.253930 0.984543
O 2.369792 -3.090280 0.724136
C 2.798459 5.219418 -2.307879
C -2.321880 2.658800 -3.422361
H 4.237533 1.801715 -4.682706
O -4.035352 -5.409756 -1.343365
H -0.283859 -0.776682 0.069867
H 3.366950 -1.352997 -1.612887
C 2.738146 3.275625 -1.143349
C -0.850270 4.219415 -4.128890
H 0.026066 -0.837393 1.876993
O 2.582470 0.684862 -4.105284
H -0.017039 1.143490 3.431771
H 3.651524 5.912940 -2.326291
O 3.275833 3.920129 -2.216834
H 2.033993 2.849684 -6.356258
H -1.739928 -5.187099 2.155947
C 2.338650 2.638625 -5.366362
H -2.279341 1.844203 -5.546972
O 2.426290 -0.439093 4.672456
H -3.430375 3.176081 -5.303151
O -4.848360 0.827429 -3.850887
H 2.164648 5.413074 -3.180132
C -2.885982 -1.626328 -2.414374
H -2.159492 -3.031122 1.012478
N -2.088993 1.700249 5.463263
O -2.458666 -3.983384 -0.790488
O -1.409377 3.693090 -5.263776
O 1.941785 0.715666 2.869977
O 2.126787 -3.171116 4.625277
H -2.235871 -1.264569 -1.577252
C -1.644522 -3.814085 0.403872
C 2.749640 -0.251975 3.356500
O 1.135787 2.256820 -4.613170
O -1.495590 3.763183 -3.044187
O 3.539215 -0.881870 2.773512
C -3.473501 2.122609 5.055015
C 1.192373 -3.306358 3.706044
N -1.729819 0.110977 1.299790
O 0.668480 0.894000 -2.972091
O 1.958707 4.105714 -0.484677
H 0.919417 -5.621315 5.049392
C -3.171103 -5.107811 -0.584214
H 2.359242 6.149560 -0.281477
H -2.449592 -2.390737 -3.064323
O -2.667462 -0.562033 0.872380
H -1.916675 1.746013 -3.109097
H 2.111223 -6.322929 3.814199
O 0.071601 4.984050 -4.200132
H 3.437834 0.864869 -6.054901
H 0.861533 5.704195 -1.265781
O -5.148996 -0.769951 -2.279307
H -0.609738 -3.471765 0.136896
O 1.075311 -4.588312 3.347895
H 1.198473 2.327355 3.766954
O -1.249984 2.498099 5.805503
H -3.313534 2.868915 -2.899061
H 3.546385 -0.326645 -0.279179
H -4.083468 1.614360 5.789713
C 1.431196 1.238912 -3.814627
H 3.283037 -4.609983 5.701281
C -4.344942 -1.909374 -1.888630
C 3.305666 1.412194 -5.107712
C 1.376647 0.470933 5.076620
N 3.209514 -2.386919 0.228290
C -2.406568 2.756499 -4.966240
O -3.181612 -0.545007 -3.343161
C -1.619616 -5.190185 1.052464
H 2.678252 3.582196 -4.962339
H 0.491662 -0.133503 5.445709
C -4.470580 -0.081837 -3.205877
H 1.654588 1.245357 5.821254
H 1.955404 -0.881908 -0.796072
H -3.743836 1.819921 4.094697
H -4.775532 -2.757037 -2.348223
C 1.007460 1.278511 3.806557
O -1.848887 1.015446 2.137194
C 1.746634 -5.392417 4.320032
C 2.969669 -1.196621 -0.633484
H -0.836104 -5.819872 0.710367
O 2.815744 2.094125 -0.893063
O -1.899416 0.489091 5.300971
O 4.421671 -2.487857 0.366314
O -2.859991 -5.806047 0.517204
H -3.700703 3.166403 5.137382
H 0.192626 0.724159 0.981830

Force components x, y, z for each atom (eV/Å):
-0.64 1.89 -0.59
-1.59 -0.57 0.21
-0.89 -0.22 0.16
-0.35 0.31 -1.65
1.63 1.51 -0.23
0.57 1.24 1.70
-0.62 -0.08 -0.08
-0.16 2.52 0.10
-2.70 1.28 -0.04
-0.11 -0.54 -0.16
-0.48 -0.43 -0.25
0.03 -0.59 -0.89
0.37 -0.76 -0.54
-0.76 -1.48 -0.56
-0.26 -0.36 -1.34
-0.34 0.32 -1.03
1.77 -0.93 -0.40
0.40 -0.32 0.24
-0.16 -0.24 -0.12
0.53 -1.69 -0.01
-0.19 -0.31 -1.19
0.42 0.09 -0.81
-0.45 -0.68 1.53
0.37 -0.11 0.43
-0.02 1.05 0.27
1.54 -0.54 0.59
-0.91 1.07 -0.54
0.27 -0.54 -0.04
-1.48 1.02 -0.12
0.58 -0.69 -0.26
-0.16 -1.24 -1.86
1.21 -0.51 1.45
1.08 0.71 0.17
0.44 -0.05 -1.54
1.12 -0.46 0.88
-0.37 -0.36 -0.98
0.66 1.27 0.18
-2.87 1.29 2.35
1.18 0.91 -1.13
1.13 0.29 -0.38
1.40 -0.82 -1.23
-0.20 0.33 2.24
-0.23 -1.28 0.37
-0.97 -0.05 1.50
-0.26 -0.85 0.81
-0.56 1.05 1.11
1.33 -0.03 -0.09
-1.25 -0.27 -0.94
-0.06 -0.44 -0.56
-0.06 -0.14 0.79
0.98 0.83 0.10
0.80 -1.18 0.63
-0.35 0.80 0.59
-0.47 -0.10 0.77
0.07 -0.25 0.77
1.76 -0.30 0.27
0.81 -0.21 -0.01
-1.03 -0.23 0.13
-0.19 -0.90 -0.91
0.25 0.77 0.71
-0.21 0.09 0.23
1.23 -0.64 -0.90
-0.35 -0.68 0.46
-0.35 -0.22 -0.04
-1.33 0.58 0.07
-0.56 0.21 0.41
1.32 0.22 1.86
-1.09 1.86 -0.46
-1.44 0.33 0.31
2.26 1.68 -0.59
-2.61 0.73 0.15
-0.28 0.18 0.48
-2.06 0.01 0.61
0.32 0.04 0.37
1.23 0.73 -0.40
1.75 -0.98 0.43
0.43 -1.10 0.01
-0.67 -0.30 0.46
0.24 -0.98 -1.55
-0.39 -1.06 -0.32
0.34 -1.68 -0.54
-0.36 -0.86 -1.27
-1.34 -1.62 -0.73
-0.55 1.42 -0.24
0.94 -0.35 -0.05
0.65 1.58 -0.50
-0.02 1.27 0.62
-0.47 -1.21 0.54
1.17 1.16 0.05
0.71 0.69 0.28
-0.06 -0.88 -0.28